{
  "formula": "C14H13Br2N3O5",
  "method": "ωB97M-V with the def2-TZVPD basis set",
  "symbols": ["C", "C", "Br", "C", "Br", "C", "N", "N", "C", "C", "C", "O", "C", "O", "C", "C", "C", "C", "C", "C", "H", "H", "H", "H", "H", "H", "H", "H", "H", "H", "H", "H", "H", "N", "O", "O", "O"],
  "positions_angstrom": [[-1.9323, -1.5730, 2.5887], [-1.8169, -2.0839, 1.1419], [-3.4240, -1.5045, 0.1964], [-0.5092, -1.6578, 0.4016], [0.5933, -3.1403, -0.1408], [0.2662, -0.6165, 1.1442], [1.3500, -0.9051, 1.8185], [2.1297, -0.1394, 2.5373], [1.7891, 1.1197, 2.5611], [0.6480, 1.5754, 1.8882], [-0.1572, 0.7285, 1.1780], [-1.2759, 1.0830, 0.5416], [-1.1896, 2.4258, -0.0007], [-1.9229, 3.2663, 0.4374], [-0.1585, 2.6151, -1.0550], [0.2099, 1.5395, -1.8386], [1.1323, 1.7202, -2.8365], [1.6613, 2.9710, -3.0190], [1.3263, 4.0348, -2.2270], [0.3999, 3.8529, -1.2285], [-2.2683, -0.5339, 2.6170], [-2.7318, -2.1521, 3.0571], [-1.0281, -1.7501, 3.1790], [-1.8428, -3.1724, 1.1663], [-0.8366, -1.1586, -0.5123], [1.6245, -1.8940, 1.7800], [2.3719, 1.8309, 3.1300], [0.3966, 2.6288, 1.9598], [-0.2595, 0.5883, -1.6199], [1.4158, 0.8749, -3.4504], [2.3670, 3.0955, -3.8338], [1.7682, 5.0132, -2.3632], [0.0825, 4.6434, -0.5571], [-0.0461, -5.8358, -2.1649], [1.1883, -6.0016, -2.2787], [-0.7071, -5.3765, -3.1154], [-0.6140, -6.1121, -1.0821]],
  "forces_ev_per_angstrom": [[-0.568, -0.426, -0.219], [0.264, -0.039, 0.817], [0.288, -0.180, -0.081], [-0.531, 0.366, -0.509], [-0.044, -0.242, 0.111], [-0.882, 0.379, -0.233], [0.195, -1.268, 0.042], [0.636, 0.130, 0.329], [-0.816, 0.267, -0.338], [0.016, 1.010, 0.227], [0.421, -0.427, 0.174], [0.384, 0.517, -0.330], [-0.952, 1.359, 0.472], [0.809, -1.171, -0.427], [-0.785, -1.002, 0.752], [-0.315, -0.492, 0.418], [-0.264, -0.914, -0.041], [1.052, 0.012, -1.280], [-0.033, 0.825, 0.373], [-0.278, 0.835, 0.516], [0.359, 0.022, 0.071], [0.101, 0.094, 0.052], [-0.004, 0.121, -0.110], [-0.061, 0.084, -0.290], [0.165, -0.191, -0.046], [0.170, 0.100, -0.065], [0.251, -0.328, 0.065], [0.002, -0.065, -0.015], [0.134, -0.093, -0.375], [0.068, 0.150, -0.096], [0.032, 0.144, 0.120], [0.056, -0.082, -0.124], [0.109, 0.126, -0.198], [-0.043, 0.095, -0.029], [0.022, 0.145, 0.120], [0.016, 0.029, 0.050], [0.025, 0.108, 0.097]],
  "nbo_charge": [-0.653, -0.251, 0.044, -0.378, 0.172, 0.253, -0.233, -0.153, 0.043, -0.222, 0.327, -0.495, 0.793, -0.476, -0.221, -0.175, -0.209, -0.111, -0.227, -0.150, 0.223, 0.251, 0.207, 0.268, 0.273, 0.453, 0.239, 0.257, 0.218, 0.239, 0.218, 0.231, 0.234, 0.699, -0.563, -0.546, -0.579],
  "e_tot_ev": -169514.7254,
  "homo_energy_ev": -6.4582,
  "homo_lumo_gap_ev": 3.8
}